[1]
A molecular structure, C52H104ClO34STi, computed with wB97M-V/def2-TZVPD.

## Properties
Frontier orbital gap (eV): 6.896
Strongest force on any atom (Eh/bohr): 0.088

ORCA input file:
```
! wB97M-V def2-TZVPD RIJCOSX def2/J DEFGRID3
* xyz 1 1
Ti 2.7741 -0.4857 2.4560
Cl 0.1835 0.3176 0.6493
O 0.2156 -0.4133 -0.5910
O 0.7251 1.6204 0.5891
O -1.0811 0.1736 1.2355
O 0.8845 -0.5935 1.6682
S 3.7323 -1.0567 4.8221
O 3.6048 -0.2105 5.9376
O 4.4916 -0.5350 3.5557
O 4.0373 -2.4431 4.9456
O 2.2263 -0.9826 4.1478
O 3.4502 -0.2717 0.5647
C 3.6548 -0.1456 -0.6657
O 3.0682 -0.9969 -1.4321
C 3.3249 -1.0225 -2.9122
C 2.3355 -0.1369 -3.5799
C 4.6247 0.9174 -1.2123
H 3.1953 -2.0630 -3.1644
H 4.3650 -0.7845 -3.2090
H 2.6506 0.8823 -3.4521
H 1.2899 -0.2581 -3.2652
H 2.3980 -0.3858 -4.6267
H 4.1125 1.8448 -1.3382
H 5.0486 0.5339 -2.1316
H 5.3725 1.0380 -0.4380
O 3.7129 -2.3293 2.1851
C 3.4926 -3.4024 1.5937
O 3.5130 -4.5225 2.1414
C 3.5509 -4.8534 3.5040
C 2.5566 -6.0147 3.7655
C 3.2482 -3.5769 0.1589
H 3.2688 -3.9862 4.1062
H 4.6150 -5.0497 3.7335
H 1.6150 -5.6156 3.3410
H 2.3707 -6.1455 4.8459
H 2.8348 -6.9766 3.2846
H 4.0804 -3.1267 -0.4030
H 2.3164 -3.1324 -0.1716
H 3.3319 -4.6319 -0.0707
O 6.3402 -0.8071 0.8758
C 7.5257 -0.7866 1.1176
O 8.4774 -0.8819 0.1761
C 8.0463 -0.6374 -1.1431
C 7.2456 -1.8328 -1.6225
C 8.0094 -0.5001 2.4789
H 8.9972 -0.5117 -1.7346
H 7.4079 0.2506 -1.1959
H 7.8760 -2.7244 -1.4882
H 6.9673 -1.8832 -2.6646
H 6.3676 -1.9954 -0.9904
H 7.2223 -0.5559 3.2345
H 8.3922 0.5280 2.5147
H 8.9354 -1.0893 2.6781
O 0.3761 -2.7387 -5.0736
C 0.0459 -3.8786 -4.9053
O -0.4333 -4.3027 -3.7064
C -0.6314 -3.3349 -2.6741
C -1.2070 -3.9957 -1.5162
C 0.1143 -4.9832 -5.9325
H -1.2529 -2.5069 -3.0064
H 0.3441 -2.9027 -2.4774
H -2.2495 -4.3311 -1.7195
H -1.3033 -3.2669 -0.7461
H -0.5222 -4.8197 -1.2182
H 0.5618 -4.4699 -6.7633
H -0.8795 -5.2663 -6.2173
H 0.6832 -5.8285 -5.5454
O -1.2922 5.0393 3.4048
C -0.4026 5.7355 2.9211
O 0.5575 6.2723 3.6581
C 0.3245 6.3725 5.1045
C 0.8371 7.7347 5.5908
C -0.2343 6.1088 1.4668
H 0.7833 5.5315 5.5664
H -0.6846 6.2819 5.3948
H 0.1745 8.5897 5.3656
H 1.8258 7.9600 5.1988
H 0.9823 7.6427 6.6763
H 0.0878 7.1217 1.3245
H -1.0961 5.8491 0.8590
H 0.6081 5.4799 1.0999
O -3.4965 -2.9199 -4.4216
C -3.5579 -2.1741 -5.3295
O -4.1007 -0.9547 -5.2562
C -4.7802 -0.7112 -3.9655
C -3.7413 -0.2816 -2.9931
C -3.0544 -2.4967 -6.7511
H -5.1218 -1.6965 -3.6983
H -5.6051 -0.0055 -4.1914
H -2.9886 -1.0492 -2.9613
H -4.1383 -0.2404 -1.9690
H -3.3478 0.6778 -3.2494
H -2.6841 -3.5054 -6.8262
H -2.2156 -1.8419 -6.9433
H -3.8368 -2.3283 -7.4925
O -4.5043 2.8163 -1.5792
C -3.7221 3.7027 -1.6473
O -2.5338 3.7059 -0.9899
C -2.3337 2.6228 -0.0306
C -2.9276 2.9419 1.3367
C -3.9025 5.0431 -2.3472
H -1.2356 2.5674 0.1298
H -2.6406 1.6394 -0.4060
H -4.0077 2.9785 1.2848
H -2.5560 3.9314 1.6789
H -2.7066 2.1563 2.0880
H -4.7958 5.5502 -1.9683
H -4.0274 4.8213 -3.3817
H -3.0346 5.6633 -2.1530
O -5.2543 1.1180 2.4605
C -4.7136 0.1097 2.0424
O -4.3170 -0.9172 2.8386
C -4.5362 -0.7475 4.2304
C -3.5405 0.2033 4.8177
C -4.4177 -0.2395 0.6324
H -4.4998 -1.7382 4.6496
H -5.5484 -0.3581 4.3882
H -2.5395 -0.0153 4.4202
H -3.4936 0.1555 5.8956
H -3.8113 1.2431 4.6471
H -3.3810 -0.5344 0.6183
H -4.5821 0.6378 -0.0058
H -4.9795 -1.1066 0.3171
O 4.4165 3.7929 -3.3511
C 4.2658 4.7285 -2.5509
O 3.1509 4.9175 -1.8155
C 2.0704 4.1095 -2.3064
C 0.7804 4.6465 -1.7993
C 5.4123 5.6675 -2.2977
H 2.1342 3.0902 -1.9038
H 2.0881 4.0461 -3.4086
H -0.0044 4.0197 -2.2429
H 0.6045 5.6704 -2.1312
H 0.6313 4.6324 -0.7219
H 5.1944 6.5089 -2.9745
H 6.3983 5.2340 -2.5026
H 5.3215 6.1043 -1.2949
O 0.4910 -3.7305 5.3645
C -0.3154 -2.8791 5.3879
O -1.4052 -2.8707 4.5386
C -1.3556 -3.9329 3.5408
C -2.3263 -3.5427 2.4436
C -0.4207 -1.5913 6.2576
H -1.7140 -4.8167 4.0521
H -0.3650 -4.1316 3.1079
H -2.1222 -2.5091 2.1762
H -3.3553 -3.5179 2.8192
H -2.2534 -4.0882 1.4936
H -1.1670 -1.6817 7.0731
H -0.6246 -0.7286 5.6453
H 0.4606 -1.4620 6.8137
O 3.0349 1.4670 2.6290
C 2.5855 2.6147 2.7889
O 1.5135 2.8817 3.4262
C 0.8814 1.9105 4.2581
C -0.1650 2.6868 5.0165
C 3.1815 3.9663 2.2594
H 1.6401 1.5114 4.9520
H 0.4305 1.1207 3.6224
H -0.7055 1.9840 5.6625
H -0.9225 3.1021 4.3376
H 0.3061 3.4992 5.5763
H 3.2964 3.8925 1.1821
H 4.2082 4.0038 2.5978
H 2.5854 4.8054 2.5496
O -2.5505 2.8461 -3.9612
C -1.7182 2.2028 -4.5654
O -1.8236 1.9275 -5.8548
C -3.0774 2.2138 -6.6067
C -2.6921 1.9280 -8.0226
C -0.3239 1.7749 -4.1352
H -3.4832 3.2277 -6.3871
H -3.8791 1.6033 -6.1990
H -3.4362 2.3005 -8.6837
H -2.4505 0.9051 -8.3255
H -1.8155 2.5285 -8.1933
H 0.4070 2.2627 -4.7674
H -0.3437 0.7327 -4.3410
H -0.2162 2.0032 -3.0845
O -4.0946 -5.0144 -0.0241
C -5.0890 -4.8696 -0.7045
O -6.1189 -5.7093 -0.5823
C -6.0285 -6.6230 0.5179
C -6.8217 -6.0950 1.6624
C -5.3223 -3.8155 -1.7177
H -4.9734 -6.7857 0.7471
H -6.4768 -7.5473 0.1492
H -6.3548 -5.2457 2.1591
H -6.9755 -6.8025 2.4514
H -7.7613 -5.7552 1.2399
H -6.1495 -3.2256 -1.3426
H -5.7152 -4.2154 -2.6421
H -4.4850 -3.1529 -1.9106
*
```



[2]
13 unconnected molecules or ions with the total composition C52H112F21N6O22S3, computed with wB97M-V/def2-TZVPD.

## Properties
Frontier orbital gap (eV): 7.696
Strongest force on any atom (Eh/bohr): 0.074

ORCA input file:
```
! wB97M-V def2-TZVPD RIJCOSX def2/J DEFGRID3
* xyz -1 1
C -2.6965 1.6414 -1.4618
N -3.9939 1.3345 -0.8490
C -3.9366 1.8464 0.6459
C -5.0687 2.0923 -1.5637
C -4.3245 -0.1405 -0.7933
C -4.9399 -0.5784 -2.0970
O -4.0437 -0.5134 -3.2249
H -2.7661 1.3645 -2.5056
H -2.0386 1.0012 -0.9187
H -2.6352 2.7267 -1.4130
H -4.9616 2.0946 0.9273
H -3.2838 2.7243 0.6387
H -3.5477 1.0625 1.2689
H -5.0985 1.8869 -2.6477
H -4.8085 3.1482 -1.3796
H -6.0323 1.8057 -1.1424
H -5.0134 -0.1812 0.0115
H -3.3689 -0.6253 -0.4838
H -5.8097 0.0451 -2.2093
H -5.2998 -1.6290 -2.0234
H -3.3214 -1.1316 -2.8795
C 3.0586 -5.2424 4.0494
N 4.3667 -4.8479 3.5214
C 4.1897 -3.4167 3.1555
C 5.3438 -4.9586 4.5653
C 4.6373 -5.7227 2.3373
C 5.9460 -5.5741 1.7392
O 6.3378 -4.2961 1.3972
H 2.2650 -4.8720 3.3896
H 2.9125 -4.8072 5.0190
H 3.0578 -6.3604 4.1746
H 5.1216 -2.9615 2.9014
H 3.7572 -2.9245 3.9933
H 3.5367 -3.4382 2.3115
H 5.2510 -5.9692 4.9432
H 5.0288 -4.3021 5.2982
H 6.3121 -4.7094 4.2364
H 3.7982 -5.4761 1.6629
H 4.4597 -6.8119 2.7536
H 5.9877 -6.3429 0.8898
H 6.6725 -5.9442 2.4884
H 5.7067 -4.0456 0.6927
C 0.3972 6.8804 -1.0713
N -0.4629 6.1802 -0.0097
C -0.1097 4.7499 -0.3054
C -0.0329 6.4524 1.4114
C -1.9206 6.6538 -0.1829
C -2.5583 6.4529 -1.5823
O -3.0419 5.1986 -1.9044
H 0.0022 7.8747 -1.0640
H 0.3556 6.3633 -2.0209
H 1.4043 6.8775 -0.6430
H -0.7110 4.1325 0.3716
H 0.9506 4.5125 -0.1963
H -0.3772 4.5109 -1.3090
H 0.0021 7.5351 1.5815
H 0.9774 6.0778 1.6275
H -0.7938 5.9990 2.1084
H -1.9316 7.7030 -0.1104
H -2.4447 6.2349 0.6575
H -1.9055 6.8755 -2.3319
H -3.4187 7.1653 -1.5465
H -2.4221 4.6464 -2.5147
C 2.0524 2.4017 2.3523
N 2.1789 1.4746 1.1938
C 2.0986 2.2223 -0.1448
C 3.4959 0.8192 1.2004
C 0.9748 0.4893 1.3030
C 1.3257 -0.6900 2.1841
O 1.7478 -0.3266 3.4937
H 1.0259 2.8699 2.3189
H 2.8258 3.1745 2.1647
H 2.1829 1.9532 3.3456
H 1.0909 2.5543 -0.1962
H 2.2048 1.3735 -0.8244
H 2.7846 3.0674 -0.1779
H 3.5526 -0.0261 0.5118
H 3.7593 0.4505 2.1747
H 4.2120 1.6351 0.9201
H 0.8362 -0.0061 0.3158
H 0.1809 1.1465 1.7147
H 2.1658 -1.2251 1.7729
H 0.4846 -1.3654 2.2752
H 1.4083 -0.9684 4.1545
C 1.0303 1.0773 -3.2660
N 1.6230 0.1859 -4.3467
C 0.6118 -0.0847 -5.3592
C 2.7935 0.7951 -5.0042
C 2.0202 -1.1190 -3.6578
C 2.5213 -2.3311 -4.4869
O 3.6373 -1.9840 -5.3463
H 0.5610 1.8828 -3.8294
H 1.8576 1.4282 -2.6845
H 0.1933 0.5861 -2.7485
H 1.0591 -0.7538 -6.1352
H 0.3625 0.9374 -5.7496
H -0.2974 -0.5512 -4.9319
H 2.4635 1.7456 -5.2130
H 3.0628 0.1433 -5.7889
H 3.5952 0.7165 -4.2976
H 1.1295 -1.4879 -3.0977
H 2.6764 -0.6948 -2.9187
H 1.6930 -2.7621 -5.1381
H 2.7948 -3.0928 -3.7983
H 4.4439 -2.3420 -4.9129
C 0.4342 -6.2141 1.5723
C -0.6317 -5.1642 1.2826
C -1.7018 -5.0675 2.3526
N -2.7856 -4.1832 1.9695
C -2.3982 -2.7481 1.9208
C -3.9239 -4.2803 3.0495
C -5.2513 -4.1308 2.3336
C -4.9012 -4.0665 0.8276
C -3.4880 -4.5991 0.6802
H 0.8646 -6.1067 2.5925
H 1.1480 -6.0754 0.7884
H 0.1258 -7.2859 1.4235
H -1.0526 -5.4268 0.2824
H -0.0850 -4.1440 1.1289
H -1.1838 -4.7226 3.2230
H -2.0596 -6.0730 2.6041
H -1.6076 -2.6135 1.1531
H -1.9028 -2.4604 2.8468
H -3.1996 -2.1135 1.7338
H -3.5762 -3.6342 3.8948
H -3.8554 -5.2539 3.4935
H -5.7040 -3.1875 2.5204
H -5.9149 -4.9435 2.6624
H -5.0646 -3.0387 0.4404
H -5.5479 -4.7410 0.2274
H -2.8792 -4.2610 -0.1942
H -3.4807 -5.7094 0.7082
C -1.2875 4.1806 -4.6937
O -1.2883 3.0680 -5.5758
O -1.2519 3.8433 -3.3780
C 0.0605 4.9378 -5.0238
F 0.1054 5.3088 -6.3992
F 0.1832 6.1356 -4.3389
F 1.1654 4.2194 -4.8074
C -2.5802 2.4772 -5.6009
C -3.4300 2.7996 -6.8185
H -4.4065 2.3113 -6.6814
H -3.7064 3.8667 -6.8861
H -3.0323 2.4554 -7.7605
H -3.1182 2.9102 -4.7188
H -2.3840 1.4225 -5.5384
H -2.1230 4.9190 -4.9124
C 4.0902 5.2649 -0.1239
O 4.7770 3.9485 -0.3798
O 2.8136 5.1700 0.1179
C 4.7697 6.0012 1.0541
F 4.8145 5.2313 2.2313
F 6.0303 6.2706 0.6692
F 4.1122 7.1055 1.3997
C 4.9663 3.9872 -1.8584
C 3.7475 4.3091 -2.7068
H 3.9774 4.2119 -3.7862
H 2.8998 3.6908 -2.5212
H 3.3088 5.3384 -2.5311
H 5.3613 3.0405 -2.1026
H 5.7404 4.7751 -2.1604
H 4.4079 5.7897 -0.9759
C -1.9282 2.7819 3.0060
O -2.2018 4.2428 3.1444
O -1.3146 2.5651 1.9263
C -1.1754 2.3186 4.3412
F -0.4781 1.0970 4.2098
F -0.3174 3.2553 4.8923
F -2.0641 2.0045 5.3559
C -3.3583 4.6089 4.0284
C -3.8178 5.9638 3.7214
H -3.1343 6.7698 4.1002
H -3.8351 5.9732 2.6338
H -4.8241 6.0730 4.1755
H -3.0231 4.4012 5.0498
H -4.1391 3.8795 3.6921
H -2.8864 2.1881 3.1372
C 3.9713 -3.8115 -1.2159
O 4.4809 -4.9210 -1.8800
O 4.0145 -3.9427 0.0872
C 4.8377 -2.6219 -1.6384
F 5.2017 -2.5518 -2.9458
F 4.2676 -1.4268 -1.3620
F 6.1315 -2.5469 -1.0303
C 3.7854 -6.0431 -1.4898
C 4.2697 -7.1507 -2.4316
H 5.3865 -7.2846 -2.3969
H 3.8759 -8.1058 -2.0723
H 4.0753 -6.8402 -3.4600
H 2.6772 -5.8498 -1.5964
H 4.0561 -6.1450 -0.4361
H 2.9425 -3.5922 -1.6759
C -1.0838 -4.0318 -2.6948
F -2.0790 -4.1794 -3.5351
F -1.1761 -4.9485 -1.7436
F 0.1101 -4.1623 -3.2895
S -1.1294 -2.3338 -1.8862
O -1.3024 -1.2859 -2.9402
O -2.3763 -2.4641 -1.1336
O 0.1460 -2.3393 -1.2282
C -8.9049 -0.1123 1.8405
F -9.1947 -0.8168 2.9542
F -9.6675 -0.6010 0.8371
F -9.2080 1.1595 2.0494
S -7.1836 -0.2372 1.5026
O -6.5948 0.3559 2.6211
O -7.0070 -1.6793 1.3546
O -7.0591 0.4761 0.2792
C 0.6811 -2.6542 7.0596
F -0.1548 -3.0355 8.0562
F 0.5849 -1.2510 7.0896
F 1.9422 -2.8877 7.3916
S 0.2877 -3.4600 5.4944
O 1.1392 -2.9111 4.5168
O 0.6280 -4.8388 5.8298
O -1.1110 -3.1422 5.2686
*
```